1.
The following is a DFT calculation (wB97M-V/def2-TZVPD) of a molecular structure, C42H105F2KNO32P7S2 in a non-equilibrium geometry.

Element x y z (Å)
1 K -3.341 -2.943 -2.749
2 N -1.144 -1.700 0.039
3 S -1.050 -1.880 1.509
4 O -1.974 -1.127 2.322
5 O 0.206 -2.257 2.138
6 F -1.795 -3.297 1.418
7 S -0.105 -0.388 -0.222
8 O 1.232 -0.719 -0.690
9 O -0.299 0.755 0.699
10 F -0.905 0.074 -1.570
11 C -4.034 3.677 1.577
12 C -4.815 4.617 0.674
13 O -3.849 5.279 -0.032
14 P -3.156 6.614 0.627
15 O -4.080 7.255 1.615
16 O -1.614 6.273 1.033
17 C -1.063 6.903 2.090
18 C -0.460 5.749 2.930
19 O -3.019 7.474 -0.691
20 C -2.219 7.028 -1.697
21 C -1.082 8.068 -2.075
22 H -4.711 2.917 1.967
23 H -3.350 3.212 0.867
24 H -3.444 4.092 2.395
25 H -5.317 4.164 -0.181
26 H -5.535 5.180 1.268
27 H -0.392 7.706 1.786
28 H -1.664 7.590 2.685
29 H 0.144 6.090 3.771
30 H -1.300 5.113 3.207
31 H 0.172 5.173 2.254
32 H -1.723 6.074 -1.514
33 H -2.907 6.842 -2.522
34 H -0.817 8.743 -1.261
35 H -0.210 7.454 -2.300
36 H -1.385 8.605 -2.974
37 C -10.000 0.336 9.676
38 C -9.578 -0.932 10.482
39 O -9.980 -2.164 9.906
40 P -9.217 -2.457 8.400
41 O -9.916 -2.098 7.144
42 O -7.645 -1.985 8.520
43 C -7.205 -0.967 7.712
44 C -6.704 -1.400 6.350
45 O -9.090 -4.028 8.514
46 C -10.274 -4.803 8.462
47 C -10.012 -6.077 9.235
48 H -10.025 1.197 10.345
49 H -9.409 0.535 8.783
50 H -11.003 0.121 9.308
51 H -8.499 -0.794 10.552
52 H -9.966 -0.879 11.499
53 H -8.077 -0.318 7.638
54 H -6.349 -0.524 8.222
55 H -6.241 -2.380 6.467
56 H -7.508 -1.651 5.658
57 H -6.111 -0.657 5.817
58 H -11.123 -4.376 8.995
59 H -10.789 -4.925 7.509
60 H -9.705 -5.925 10.270
61 H -10.911 -6.673 9.079
62 H -9.137 -6.512 8.751
63 C 9.334 -2.571 1.967
64 C 8.627 -3.914 2.177
65 O 8.426 -4.043 3.552
66 P 8.099 -5.414 4.317
67 O 8.938 -6.617 4.068
68 O 8.494 -4.799 5.799
69 C 9.861 -4.741 6.109
70 C 10.014 -4.433 7.556
71 O 6.483 -5.476 4.321
72 C 5.758 -4.287 4.223
73 C 5.107 -4.095 2.828
74 H 9.124 -1.815 2.723
75 H 10.402 -2.788 1.947
76 H 9.301 -2.168 0.954
77 H 7.741 -3.778 1.557
78 H 9.284 -4.710 1.827
79 H 10.349 -5.651 5.758
80 H 10.354 -4.009 5.469
81 H 9.592 -5.313 8.041
82 H 11.031 -4.660 7.876
83 H 9.456 -3.627 8.032
84 H 4.910 -4.428 4.893
85 H 6.321 -3.424 4.580
86 H 5.682 -4.654 2.090
87 H 4.183 -4.659 2.705
88 H 4.855 -3.051 2.640
89 C -5.464 6.112 -10.624
90 C -4.819 6.014 -9.240
91 O -5.679 5.513 -8.226
92 P -5.435 5.628 -6.632
93 O -5.292 7.027 -6.252
94 O -4.147 4.696 -6.386
95 C -4.243 3.398 -6.964
96 C -3.466 2.505 -5.971
97 O -6.637 4.733 -5.976
98 C -7.324 5.228 -4.842
99 C -8.541 4.449 -4.420
100 H -6.296 6.816 -10.643
101 H -4.838 6.477 -11.438
102 H -5.819 5.154 -11.003
103 H -3.981 5.316 -9.231
104 H -4.517 7.024 -8.966
105 H -5.229 2.942 -6.870
106 H -3.676 3.365 -7.894
107 H -3.542 1.487 -6.355
108 H -2.468 2.942 -5.964
109 H -3.865 2.460 -4.957
110 H -6.626 5.516 -4.056
111 H -7.729 6.189 -5.161
112 H -8.291 3.609 -3.772
113 H -9.426 4.973 -4.060
114 H -9.160 4.056 -5.227
115 C -3.499 -8.580 1.494
116 C -2.565 -9.197 0.525
117 O -1.521 -9.562 1.360
118 P -0.004 -9.115 0.931
119 O 0.141 -8.084 -0.129
120 O 0.708 -8.726 2.383
121 C 0.534 -9.531 3.493
122 C -0.428 -9.002 4.585
123 O 0.615 -10.568 0.521
124 C 0.924 -10.830 -0.846
125 C -0.366 -11.235 -1.482
126 H -4.451 -8.368 1.006
127 H -3.701 -9.343 2.245
128 H -3.022 -7.818 2.110
129 H -2.982 -10.116 0.113
130 H -2.320 -8.504 -0.279
131 H 0.433 -10.613 3.411
132 H 1.520 -9.662 3.939
133 H -0.170 -9.604 5.457
134 H -0.125 -7.956 4.649
135 H -1.479 -9.085 4.310
136 H 1.258 -9.992 -1.458
137 H 1.605 -11.671 -0.979
138 H -1.134 -10.462 -1.452
139 H -0.344 -11.582 -2.515
140 H -0.758 -12.152 -1.042
141 C 5.753 0.657 -4.385
142 C 4.685 0.552 -5.455
143 O 4.748 -0.812 -5.820
144 P 3.362 -1.459 -6.410
145 O 2.294 -1.446 -5.375
146 O 3.017 -0.553 -7.690
147 C 1.858 0.144 -7.981
148 C 2.165 1.083 -9.191
149 O 3.876 -2.878 -7.060
150 C 3.868 -3.240 -8.361
151 C 2.881 -4.402 -8.714
152 H 6.726 0.653 -4.877
153 H 5.732 1.646 -3.926
154 H 5.627 -0.168 -3.684
155 H 3.721 0.962 -5.153
156 H 5.169 0.987 -6.329
157 H 1.034 -0.506 -8.277
158 H 1.588 0.692 -7.078
159 H 3.126 1.577 -9.051
160 H 2.300 0.437 -10.058
161 H 1.385 1.777 -9.505
162 H 3.951 -2.446 -9.103
163 H 4.884 -3.605 -8.506
164 H 3.123 -5.189 -8.000
165 H 1.822 -4.351 -8.461
166 H 3.034 -5.088 -9.546
167 C 3.544 5.289 -0.864
168 C 4.880 5.233 -0.199
169 O 5.518 6.527 -0.292
170 P 6.796 6.631 -1.333
171 O 6.395 6.466 -2.764
172 O 7.338 8.126 -0.990
173 C 6.802 9.200 -1.690
174 C 5.757 9.697 -0.808
175 O 7.970 5.606 -0.816
176 C 8.328 5.644 0.605
177 C 9.847 6.007 0.859
178 H 2.913 4.405 -0.772
179 H 2.878 6.133 -0.688
180 H 3.803 5.471 -1.907
181 H 4.780 4.931 0.844
182 H 5.380 4.439 -0.753
183 H 7.580 9.960 -1.617
184 H 6.508 8.997 -2.720
185 H 5.078 8.903 -0.499
186 H 6.268 10.143 0.045
187 H 5.202 10.398 -1.432
188 H 7.641 6.291 1.150
189 H 8.039 4.685 1.034
190 H 9.932 7.029 0.491
191 H 9.960 6.148 1.934
192 H 10.523 5.398 0.259

Calculated values
Total charge: 0
Energy above the lowest of the compared OMol25 structures with the same formula, charge and spin (kcal/mol): 183.5
E_LUMO (eV): -2.0246

2.
The following is a DFT calculation (wB97M-V/def2-TZVPD) of a molecular structure, C42H105In2N7Na2O26P3 in a non-equilibrium geometry.

Element x y z (Å)
1 In -2.755 -0.631 4.085
2 In -1.107 -0.181 -0.171
3 Na -2.067 -4.175 0.266
4 Na -3.890 -2.740 -1.697
5 P -3.891 -2.128 1.151
6 O -4.310 -3.464 0.481
7 O -4.708 -1.758 2.427
8 O -3.817 -1.011 0.075
9 O -2.418 -2.213 1.647
10 P -1.065 -3.089 -2.213
11 O -0.437 -2.856 -0.812
12 O -1.919 -1.790 -2.418
13 O -2.142 -4.244 -2.150
14 O -0.135 -3.116 -3.459
15 P -0.704 1.593 2.765
16 O -0.949 1.727 4.281
17 O -2.057 1.277 2.070
18 O -0.376 0.065 2.578
19 O 0.189 2.612 2.012
20 C 0.556 -7.142 7.260
21 O 1.378 -6.011 7.224
22 C 2.758 -6.354 7.084
23 C 3.165 -6.985 5.683
24 N 2.594 -6.155 4.634
25 C 3.582 -5.116 4.169
26 C 3.096 -4.280 2.994
27 O 1.881 -3.555 3.185
28 C 1.652 -2.578 2.188
29 H 0.779 -7.833 8.074
30 H 0.664 -7.704 6.332
31 H -0.458 -6.744 7.232
32 H 3.119 -7.027 7.861
33 H 3.274 -5.398 7.169
34 H 2.926 -8.034 5.509
35 H 4.253 -7.042 5.660
36 H 1.878 -5.694 5.176
37 H 4.532 -5.639 4.060
38 H 3.752 -4.431 5.001
39 H 2.922 -4.990 2.185
40 H 3.899 -3.573 2.788
41 H 0.571 -2.691 2.094
42 H 2.023 -2.811 1.190
43 H 1.879 -1.535 2.407
44 C -7.577 -5.794 -5.013
45 O -7.607 -4.632 -4.169
46 C -6.961 -4.790 -2.861
47 C -7.030 -3.408 -2.183
48 N -6.148 -2.473 -2.855
49 C -6.086 -1.083 -2.207
50 C -7.099 -0.219 -2.951
51 O -6.613 0.206 -4.267
52 C -7.706 0.727 -5.069
53 H -7.648 -6.732 -4.463
54 H -6.753 -5.727 -5.724
55 H -8.450 -5.809 -5.666
56 H -5.939 -5.155 -2.967
57 H -7.497 -5.516 -2.249
58 H -6.725 -3.503 -1.141
59 H -8.004 -2.921 -2.231
60 H -6.589 -2.433 -3.762
61 H -5.110 -0.686 -2.489
62 H -6.091 -1.076 -1.117
63 H -7.177 0.639 -2.283
64 H -8.053 -0.745 -2.961
65 H -8.562 0.079 -5.258
66 H -7.244 1.006 -6.016
67 H -8.109 1.619 -4.590
68 C -4.085 7.880 2.003
69 O -3.369 6.685 2.231
70 C -2.706 6.170 1.111
71 C -1.799 4.980 1.616
72 N -0.622 5.404 2.350
73 C -0.974 5.698 3.778
74 C 0.201 6.312 4.533
75 O 0.244 6.203 5.962
76 C 0.804 4.984 6.464
77 H -3.563 8.641 1.424
78 H -4.462 8.371 2.901
79 H -5.003 7.692 1.446
80 H -2.097 6.957 0.666
81 H -3.351 5.900 0.275
82 H -1.473 4.301 0.828
83 H -2.291 4.292 2.304
84 H -0.023 4.591 2.337
85 H -1.096 4.723 4.250
86 H -1.872 6.310 3.867
87 H 0.071 7.348 4.221
88 H 1.166 5.967 4.163
89 H 0.297 4.117 6.041
90 H 0.673 4.985 7.546
91 H 1.878 4.864 6.324
92 C 3.211 7.148 1.812
93 O 3.492 6.103 2.745
94 C 2.968 4.847 2.285
95 C 3.213 3.837 3.352
96 N 2.700 2.535 2.891
97 C 2.607 1.487 3.889
98 C 3.970 1.086 4.489
99 O 3.757 0.184 5.617
100 C 3.435 0.761 6.879
101 H 2.158 7.210 1.539
102 H 3.680 6.832 0.881
103 H 3.593 8.111 2.152
104 H 3.440 4.558 1.346
105 H 1.890 4.989 2.212
106 H 2.656 4.181 4.224
107 H 4.278 3.770 3.575
108 H 1.811 2.651 2.426
109 H 2.138 0.584 3.498
110 H 1.939 1.861 4.665
111 H 4.710 1.854 4.718
112 H 4.480 0.414 3.799
113 H 2.989 0.000 7.519
114 H 2.682 1.546 6.806
115 H 4.309 1.157 7.396
116 C 5.351 -3.811 -7.458
117 O 4.177 -3.419 -6.733
118 C 4.175 -4.066 -5.458
119 C 2.871 -3.602 -4.801
120 N 2.381 -4.443 -3.687
121 C 3.383 -4.481 -2.626
122 C 2.662 -4.757 -1.317
123 O 3.612 -4.581 -0.311
124 C 4.572 -5.634 -0.130
125 H 5.394 -4.900 -7.452
126 H 6.295 -3.344 -7.175
127 H 5.177 -3.607 -8.514
128 H 5.046 -3.767 -4.875
129 H 4.119 -5.153 -5.523
130 H 2.165 -3.783 -5.611
131 H 2.792 -2.562 -4.482
132 H 1.607 -3.930 -3.292
133 H 3.841 -3.496 -2.528
134 H 4.169 -5.230 -2.729
135 H 2.112 -5.695 -1.234
136 H 1.979 -3.945 -1.070
137 H 4.068 -6.456 0.381
138 H 5.332 -5.377 0.607
139 H 5.014 -6.053 -1.033
140 C 1.734 3.261 -6.127
141 O 0.692 2.409 -5.581
142 C 1.172 1.361 -4.750
143 C 0.219 0.171 -4.688
144 N -0.764 0.287 -3.616
145 C -1.841 1.231 -3.997
146 C -3.024 1.216 -3.017
147 O -2.629 1.786 -1.739
148 C -3.733 2.138 -0.918
149 H 2.344 2.758 -6.878
150 H 2.375 3.684 -5.353
151 H 1.299 4.105 -6.662
152 H 1.494 1.679 -3.759
153 H 2.016 0.977 -5.323
154 H 0.712 -0.751 -4.380
155 H -0.133 -0.022 -5.701
156 H -1.184 -0.624 -3.497
157 H -2.179 1.020 -5.011
158 H -1.465 2.253 -4.058
159 H -3.412 0.198 -2.975
160 H -3.822 1.868 -3.373
161 H -4.275 1.276 -0.527
162 H -4.377 2.876 -1.396
163 H -3.391 2.809 -0.130
164 C 1.771 5.506 -2.982
165 O 1.901 5.289 -1.585
166 C 0.680 4.806 -0.968
167 C 0.267 3.374 -1.377
168 N 0.785 2.280 -0.574
169 C 2.213 2.049 -0.708
170 C 2.496 0.654 -0.066
171 O 1.786 -0.391 -0.765
172 C 2.509 -1.101 -1.803
173 H 1.436 4.662 -3.585
174 H 2.731 5.934 -3.268
175 H 1.033 6.286 -3.174
176 H -0.089 5.575 -1.035
177 H 0.882 4.718 0.100
178 H 0.531 3.269 -2.430
179 H -0.805 3.211 -1.268
180 H 0.565 2.427 0.401
181 H 2.830 2.792 -0.201
182 H 2.507 2.100 -1.756
183 H 2.172 0.612 0.973
184 H 3.583 0.577 -0.061
185 H 1.868 -1.798 -2.344
186 H 3.419 -1.574 -1.435
187 H 2.808 -0.343 -2.526

Calculated values
Total charge: -1
E_LUMO (eV): -2.9295

no.,highest occupied orbital energy (eV),HOMO-LUMO gap (eV)
1,-9.1,7.10
2,-5.9,3.01